This record from the Open Molecules 2025 dataset describes an isolated molecule of C11H22O2. The level of theory is ωB97M-V with the def2-TZVPD basis set.

Element x y z (Å)
C1 -5.111 -1.045 0.494
C2 -4.561 0.376 0.524
C3 -3.430 0.606 -0.480
C4 -2.156 -0.167 -0.146
C5 -1.026 0.177 -1.115
C6 0.254 -0.624 -0.868
C7 1.000 -0.195 0.399
C8 1.959 -1.276 0.934
C9 2.983 -1.811 -0.068
C10 4.031 -0.786 -0.482
C11 1.705 1.126 0.193
O1 1.735 1.770 -0.822
O2 2.291 1.558 1.321
H1 -5.963 -1.134 1.165
H2 -4.358 -1.763 0.809
H3 -5.437 -1.305 -0.510
H4 -5.372 1.072 0.298
H5 -4.202 0.606 1.530
H6 -3.194 1.673 -0.503
H7 -3.773 0.324 -1.478
H8 -2.351 -1.240 -0.199
H9 -1.861 0.069 0.879
H10 -1.369 -0.028 -2.132
H11 -0.798 1.242 -1.058
H12 0.917 -0.487 -1.723
H13 0.004 -1.684 -0.791
H14 0.277 -0.009 1.201
H15 1.347 -2.113 1.278
H16 2.485 -0.870 1.800
H17 2.472 -2.188 -0.955
H18 3.489 -2.659 0.402
H19 4.794 -1.258 -1.098
H20 4.515 -0.361 0.394
H21 3.586 0.018 -1.060
H22 2.729 2.409 1.163

Frontier orbital gap, eV: 11.144
Energy above the lowest of the compared OMol25 structures with the same formula, charge and spin, kJ/mol: 9.60
Total charge: 0
F_max, hartree/bohr: 0.012
SMILES: CCCCCC[C@@H](CCC)C(=O)O
Multiplicity: 1
HOMO, eV: -10.34

Results of the Mulliken charge analysis, in e, for atoms 1 through 8: -1.166, -0.497, -0.656, -0.214, -0.972, -1.040, 1.013, -1.277

This record from the Open Molecules 2025 dataset describes a structure of composition C11H23AlNO4 at a distorted geometry. The level of theory is ωB97M-V with the def2-TZVPD basis set.

Element x y z (Å)
C1 -3.945 -3.122 2.154
C2 -4.400 -2.488 0.695
O1 -4.292 -1.021 0.621
C3 -2.886 -0.568 0.650
C4 -2.706 0.918 -0.094
O2 -1.479 0.956 -0.958
C5 -0.453 1.525 -0.070
Al1 1.460 1.480 -0.818
C6 1.641 0.432 -2.598
C7 1.444 -1.188 -2.442
C8 2.403 -2.010 -3.538
O3 3.753 -2.023 -3.355
O4 1.850 -2.765 -4.673
N1 2.786 0.877 0.440
C9 2.982 1.766 1.468
C10 1.750 2.499 2.329
C11 4.515 2.170 2.000
H1 -3.521 -4.233 2.048
H2 -4.894 -3.213 2.846
H3 -3.147 -2.461 2.707
H4 -3.753 -2.929 -0.200
H5 -5.509 -2.855 0.516
H6 -2.612 -0.409 1.797
H7 -2.120 -1.369 0.245
H8 -3.680 1.223 -0.684
H9 -2.614 1.706 0.797
H10 -0.458 0.855 0.913
H11 -0.684 2.626 0.295
H12 1.846 3.004 -1.181
H13 0.895 0.815 -3.430
H14 2.733 0.642 -2.997
H15 0.335 -1.555 -2.684
H16 1.702 -1.623 -1.387
H17 2.017 -2.306 -5.553
H18 2.162 2.781 3.406
H19 1.399 3.433 1.716
H20 0.937 1.671 2.480
H21 5.325 1.736 1.275
H22 4.601 1.682 3.083
H23 4.616 3.340 2.183

Frontier orbital gap, eV: 7.311
Total charge: -1
F_max, hartree/bohr: 0.169
Multiplicity: 1
HOMO, eV: -4.43

Results of the Mulliken charge analysis, in e, for atoms 1 through 8: -0.771, -0.226, -0.366, -0.280, -0.418, -0.352, -0.312, 0.151

This record from the Open Molecules 2025 dataset describes a cluster of 3 separate species, C11H23BBr4FO5S in total. The level of theory is ωB97M-V with the def2-TZVPD basis set.

Element x y z (Å)
O1 4.732 -4.080 0.572
S1 4.938 -2.674 0.460
O2 6.037 -2.174 -0.312
O3 5.167 -2.116 1.960
C1 3.444 -1.817 -0.042
C2 2.496 -2.629 -0.930
C3 1.039 -2.240 -0.654
C4 0.439 -3.036 0.492
O4 0.480 -4.392 0.210
B1 -0.542 -5.056 1.123
O5 -1.349 -3.879 1.636
C5 -1.041 -2.794 0.821
C6 -1.402 -1.491 1.530
C7 -1.609 -0.357 0.563
F1 -1.733 0.875 1.245
H1 4.425 -1.578 2.249
H2 3.834 -0.929 -0.542
H3 2.908 -1.505 0.859
H4 2.623 -3.696 -0.736
H5 2.744 -2.445 -1.977
H6 0.439 -2.391 -1.556
H7 0.996 -1.169 -0.415
H8 0.996 -2.803 1.433
H9 -0.005 -5.606 2.085
H10 -1.220 -5.846 0.458
H11 -1.603 -2.857 -0.139
H12 -2.319 -1.660 2.098
H13 -0.617 -1.232 2.249
H14 -0.783 -0.238 -0.137
H15 -2.531 -0.476 -0.008
Br1 -1.903 0.963 -2.815
C8 -1.730 2.487 -1.629
C9 -0.442 3.233 -1.863
Br2 1.092 2.249 -1.183
H16 -1.786 2.084 -0.620
H17 -2.584 3.132 -1.819
H18 -0.453 4.181 -1.329
H19 -0.256 3.413 -2.917
Br3 -2.908 6.062 -2.273
C10 -2.537 6.830 -0.528
C11 -2.938 5.907 0.595
Br4 -4.864 5.791 0.790
H20 -3.072 7.773 -0.487
H21 -1.465 7.013 -0.498
H22 -2.555 6.282 1.541
H23 -2.582 4.893 0.438

Frontier orbital gap, eV: 5.764
Total charge: -1
F_max, hartree/bohr: 0.004
Multiplicity: 1
HOMO, eV: -4.09

Results of the Mulliken charge analysis, in e, for atoms 1 through 8: -0.586, 1.337, -0.654, -0.509, -0.870, -1.144, -0.641, 0.375

- Number 1 is which compound?
  C11H22O2

Repeat the first record exactly.
This record from the Open Molecules 2025 dataset describes an isolated molecule of C11H22O2. The level of theory is ωB97M-V with the def2-TZVPD basis set.

Element x y z (Å)
C1 -5.111 -1.045 0.494
C2 -4.561 0.376 0.524
C3 -3.430 0.606 -0.480
C4 -2.156 -0.167 -0.146
C5 -1.026 0.177 -1.115
C6 0.254 -0.624 -0.868
C7 1.000 -0.195 0.399
C8 1.959 -1.276 0.934
C9 2.983 -1.811 -0.068
C10 4.031 -0.786 -0.482
C11 1.705 1.126 0.193
O1 1.735 1.770 -0.822
O2 2.291 1.558 1.321
H1 -5.963 -1.134 1.165
H2 -4.358 -1.763 0.809
H3 -5.437 -1.305 -0.510
H4 -5.372 1.072 0.298
H5 -4.202 0.606 1.530
H6 -3.194 1.673 -0.503
H7 -3.773 0.324 -1.478
H8 -2.351 -1.240 -0.199
H9 -1.861 0.069 0.879
H10 -1.369 -0.028 -2.132
H11 -0.798 1.242 -1.058
H12 0.917 -0.487 -1.723
H13 0.004 -1.684 -0.791
H14 0.277 -0.009 1.201
H15 1.347 -2.113 1.278
H16 2.485 -0.870 1.800
H17 2.472 -2.188 -0.955
H18 3.489 -2.659 0.402
H19 4.794 -1.258 -1.098
H20 4.515 -0.361 0.394
H21 3.586 0.018 -1.060
H22 2.729 2.409 1.163

Frontier orbital gap, eV: 11.144
Energy above the lowest of the compared OMol25 structures with the same formula, charge and spin, kJ/mol: 9.60
Total charge: 0
F_max, hartree/bohr: 0.012
SMILES: CCCCCC[C@@H](CCC)C(=O)O
Multiplicity: 1
HOMO, eV: -10.34

Results of the Mulliken charge analysis, in e, for atoms 1 through 8: -1.166, -0.497, -0.656, -0.214, -0.972, -1.040, 1.013, -1.277

- Which formula does entry 2 have?
  C11H23AlNO4

Please write out number 3 again, unchanged.
This record from the Open Molecules 2025 dataset describes a cluster of 3 separate species, C11H23BBr4FO5S in total. The level of theory is ωB97M-V with the def2-TZVPD basis set.

Element x y z (Å)
O1 4.732 -4.080 0.572
S1 4.938 -2.674 0.460
O2 6.037 -2.174 -0.312
O3 5.167 -2.116 1.960
C1 3.444 -1.817 -0.042
C2 2.496 -2.629 -0.930
C3 1.039 -2.240 -0.654
C4 0.439 -3.036 0.492
O4 0.480 -4.392 0.210
B1 -0.542 -5.056 1.123
O5 -1.349 -3.879 1.636
C5 -1.041 -2.794 0.821
C6 -1.402 -1.491 1.530
C7 -1.609 -0.357 0.563
F1 -1.733 0.875 1.245
H1 4.425 -1.578 2.249
H2 3.834 -0.929 -0.542
H3 2.908 -1.505 0.859
H4 2.623 -3.696 -0.736
H5 2.744 -2.445 -1.977
H6 0.439 -2.391 -1.556
H7 0.996 -1.169 -0.415
H8 0.996 -2.803 1.433
H9 -0.005 -5.606 2.085
H10 -1.220 -5.846 0.458
H11 -1.603 -2.857 -0.139
H12 -2.319 -1.660 2.098
H13 -0.617 -1.232 2.249
H14 -0.783 -0.238 -0.137
H15 -2.531 -0.476 -0.008
Br1 -1.903 0.963 -2.815
C8 -1.730 2.487 -1.629
C9 -0.442 3.233 -1.863
Br2 1.092 2.249 -1.183
H16 -1.786 2.084 -0.620
H17 -2.584 3.132 -1.819
H18 -0.453 4.181 -1.329
H19 -0.256 3.413 -2.917
Br3 -2.908 6.062 -2.273
C10 -2.537 6.830 -0.528
C11 -2.938 5.907 0.595
Br4 -4.864 5.791 0.790
H20 -3.072 7.773 -0.487
H21 -1.465 7.013 -0.498
H22 -2.555 6.282 1.541
H23 -2.582 4.893 0.438

Frontier orbital gap, eV: 5.764
Total charge: -1
F_max, hartree/bohr: 0.004
Multiplicity: 1
HOMO, eV: -4.09

Results of the Mulliken charge analysis, in e, for atoms 1 through 8: -0.586, 1.337, -0.654, -0.509, -0.870, -1.144, -0.641, 0.375